(1)
{"formula": "C4H8N2S2", "method": "the ωB97M-V functional and the def2-TZVPD basis", "charge": 0, "de_lowest_kj_mol": 164.9, "smiles": "N/C=C\\C=S.C=NS", "homo_lumo_gap_ha": 0.303, "e_homo_ev": -8.283, "symbols": ["N", "C", "C", "C", "S", "H", "H", "H", "H", "H", "C", "N", "S", "H", "H", "H"], "xyz": [[-3.51109, -1.38296, 0.10194], [-3.68218, -0.09214, -0.18110], [-2.69977, 0.87500, -0.22399], [-1.32511, 0.66787, 0.02586], [-0.52692, -0.73131, 0.42548], [-4.29086, -2.01884, 0.10993], [-2.56872, -1.71531, 0.31139], [-4.70855, 0.19880, -0.39561], [-3.02089, 1.88162, -0.47422], [-0.71252, 1.56992, -0.06164], [5.08356, 0.88391, 0.36512], [4.06923, 0.35495, -0.18609], [4.01109, -1.35859, -0.18801], [5.13557, 1.97140, 0.37508], [5.90700, 0.33114, 0.82959], [2.84018, -1.43544, -0.83373]], "forces_ev_per_angstrom": [[0.094, 0.030, 0.009], [0.028, 0.046, -0.006], [-0.084, -0.087, 0.010], [0.101, -0.072, 0.012], [-0.184, 0.202, -0.080], [0.077, 0.118, -0.012], [-0.087, 0.068, -0.025], [0.132, -0.015, 0.023], [0.031, -0.163, 0.041], [-0.082, -0.147, 0.013], [-0.237, 0.001, -0.128], [0.346, -0.187, 0.179], [-0.042, 0.284, -0.051], [-0.001, -0.098, 0.001], [-0.102, -0.004, -0.050], [0.010, 0.025, 0.064]], "nbo_charge": [-0.751, 0.146, -0.433, -0.253, -0.155, 0.398, 0.426, 0.198, 0.221, 0.203, -0.095, -0.518, 0.153, 0.179, 0.150, 0.129]}

=====

(2)
{"formula": "C4H8N2S2", "method": "the ωB97M-V functional and the def2-TZVPD basis", "charge": 0, "de_lowest_kj_mol": 317.9, "smiles": "C/N=C(\\NC)C(=S)S", "homo_lumo_gap_ha": 0.291, "e_homo_ev": -8.786, "symbols": ["C", "N", "C", "N", "C", "C", "S", "S", "H", "H", "H", "H", "H", "H", "H", "H"], "xyz": [[1.17811, 1.70172, -0.52993], [-0.08045, 1.19794, 0.29942], [-0.43405, 0.01536, 0.11618], [0.21393, -1.16661, -0.27357], [1.49537, -1.22993, 0.45020], [-2.04137, -0.13355, 0.22291], [-2.69652, -1.67133, -0.20116], [-2.91484, 1.48492, 0.13451], [1.25496, 0.79094, -1.17224], [1.03849, 2.61114, -0.95747], [1.88319, 1.38174, 0.18791], [-0.42882, -2.06573, -0.33488], [2.23605, -0.64865, -0.02989], [1.90198, -2.27598, 0.50650], [1.46902, -0.63423, 1.43410], [-4.07506, 0.64224, 0.14742]], "forces_ev_per_angstrom": [[-2.124, -7.070, 2.492], [1.229, 2.498, -2.051], [-3.787, -2.083, 0.016], [-0.561, -0.103, 0.805], [0.138, -0.551, 1.146], [0.534, -1.441, -1.859], [0.540, 2.900, 1.161], [-0.516, -3.785, 0.595], [0.202, 1.492, -0.916], [-0.121, 2.566, -0.745], [1.925, 1.501, 0.610], [1.564, 2.699, 0.476], [0.909, 0.295, -1.174], [-0.646, 1.055, 0.315], [-0.393, -1.584, -0.772], [1.106, 1.612, -0.098]], "nbo_charge": [-0.440, -0.468, 0.366, -0.668, -0.421, -0.242, -0.058, 0.104, 0.197, 0.218, 0.214, 0.439, 0.187, 0.220, 0.193, 0.160]}

=====

(3)
{"formula": "C4H8N3", "method": "the ωB97M-V functional and the def2-TZVPD basis", "charge": 1, "de_lowest_kj_mol": 580.0, "homo_lumo_gap_ha": 0.254, "e_homo_ev": -11.587, "symbols": ["C", "C", "C", "C", "N", "N", "N", "H", "H", "H", "H", "H", "H", "H", "H"], "xyz": [[1.57435, 0.49405, 0.25450], [-1.51947, -0.04217, 0.09720], [-0.83294, 1.23880, 0.08674], [0.49504, -1.54251, -0.40879], [-2.51165, -0.68974, 0.03396], [0.56997, 1.30666, -0.35653], [1.39535, -0.85745, 0.31099], [2.35807, 1.10135, 0.74495], [-1.39976, 1.77304, -0.77699], [-0.97308, 1.83998, 1.09000], [0.40798, -2.46081, 0.13109], [0.24872, -1.42937, -1.45759], [-2.55489, -1.63020, -0.17872], [0.85105, 2.27819, -0.65104], [1.89126, -1.37983, 1.08022]], "forces_ev_per_angstrom": [[-1.694, 0.599, -0.173], [1.886, -1.800, -0.627], [-1.062, 2.644, -0.200], [-2.131, -0.207, 1.070], [-0.255, 2.684, 0.725], [1.995, -0.828, -0.029], [2.146, 3.945, 0.952], [-0.108, -1.352, -0.161], [0.670, -0.471, 1.675], [-0.006, -1.463, -1.844], [-0.758, -0.937, -0.751], [0.511, 0.355, 0.211], [-0.405, -2.369, -0.351], [-0.366, -1.723, 0.732], [-0.425, 0.924, -1.229]], "nbo_charge": [0.219, 0.517, -0.388, -0.361, -0.508, -0.609, -0.447, 0.231, 0.292, 0.288, 0.210, 0.248, 0.427, 0.436, 0.445]}

=====

(4)
{"formula": "C4H8N3", "method": "the ωB97M-V functional and the def2-TZVPD basis", "charge": 1, "de_lowest_kj_mol": 325.5, "smiles": "CC[n+]1ccn[nH]1", "homo_lumo_gap_ha": 0.420, "e_homo_ev": -15.799, "symbols": ["C", "C", "N", "C", "C", "N", "N", "H", "H", "H", "H", "H", "H", "H", "H"], "xyz": [[1.94639, -0.24789, 0.53067], [1.05627, -0.02031, -0.65932], [-0.33210, 0.03120, -0.24928], [-1.03847, 1.11445, 0.08437], [-2.35734, 0.58171, 0.31770], [-2.31302, -0.73288, 0.06842], [-1.11357, -1.05341, -0.29155], [2.06221, 0.69401, 1.13747], [2.94535, -0.48706, 0.19501], [1.50285, -1.07096, 1.24904], [0.95652, -0.83390, -1.50925], [1.26242, 0.94790, -1.13851], [-0.58523, 2.11232, 0.21023], [-3.36301, 0.91666, 0.46964], [-0.62926, -1.95185, -0.41464]], "forces_ev_per_angstrom": [[-0.438, -0.686, 1.964], [-0.393, -1.059, -1.982], [-0.240, 1.446, -0.005], [-1.495, -1.089, 0.660], [1.342, -1.051, -1.083], [-0.669, -0.623, 0.133], [0.985, 1.674, 0.495], [-0.363, -0.880, -0.594], [0.198, -0.402, 0.061], [1.132, 1.477, -1.490], [1.219, 1.437, 1.650], [0.029, -0.487, -0.050], [-0.383, -0.818, -0.282], [0.126, 0.936, 0.429], [-1.050, 0.126, 0.094]], "nbo_charge": [-0.638, -0.233, -0.090, 0.030, -0.062, -0.119, -0.108, 0.242, 0.259, 0.228, 0.231, 0.250, 0.282, 0.275, 0.454]}

=====

(5)
{"formula": "C4H8N3O2", "method": "the ωB97M-V functional and the def2-TZVPD basis", "charge": 1, "de_lowest_kj_mol": 514.4, "smiles": "CN1C=[NH+][C@@H]([N+](=O)[O-])C1", "homo_lumo_gap_ha": 0.395, "e_homo_ev": -14.861, "symbols": ["C", "N", "C", "N", "C", "N", "O", "O", "C", "H", "H", "H", "H", "H", "H", "H", "H"], "xyz": [[2.23856, -0.72907, -0.22140], [0.98119, -0.06725, -0.20174], [0.56611, 1.00021, -0.84888], [-0.57685, 1.47018, -0.55171], [-1.18270, 0.39997, 0.65206], [-2.41983, -0.26511, 0.06191], [-2.24039, -0.95288, -0.89480], [-3.41433, 0.06939, 0.56847], [-0.01635, -0.53261, 0.76650], [2.20720, -1.58620, -1.04638], [2.91834, 0.08507, -0.28021], [2.33110, -1.35581, 0.68460], [1.23532, 1.60146, -1.50182], [-1.19809, 2.11254, -0.94610], [-1.49694, 0.95837, 1.43798], [0.44568, -0.62713, 1.73461], [-0.37801, -1.58111, 0.58692]], "forces_ev_per_angstrom": [[-0.292, -2.932, -1.437], [-2.308, 0.276, 0.482], [3.133, 0.282, -0.931], [-2.891, -3.504, 4.539], [1.728, 0.554, -4.524], [2.930, 0.923, -0.526], [0.117, -1.137, -1.053], [-3.187, 0.537, 1.383], [-0.533, -1.401, -0.271], [0.614, 2.247, 1.217], [1.564, -0.249, -0.369], [0.196, 0.889, -0.128], [-0.405, -0.913, 0.159], [-0.481, 1.284, -0.967], [-0.721, 1.636, 2.354], [0.092, 0.655, 0.556], [0.444, 0.854, -0.484]], "nbo_charge": [-0.421, -0.319, 0.382, -0.513, 0.079, 0.529, -0.352, -0.293, -0.290, 0.246, 0.237, 0.240, 0.260, 0.454, 0.241, 0.253, 0.267]}

=====

(6)
{"formula": "C4H8N3O2S", "method": "the ωB97M-V functional and the def2-TZVPD basis", "charge": 1, "de_lowest_kj_mol": 361.2, "homo_lumo_gap_ha": 0.165, "e_homo_ev": -12.834, "symbols": ["C", "C", "C", "C", "N", "N", "N", "O", "O", "S", "H", "H", "H", "H", "H", "H", "H", "H"], "xyz": [[-3.15848, 0.40725, 1.08932], [-3.78904, -0.42473, -0.70315], [2.67531, -0.09540, 1.20962], [2.22277, -0.51916, -0.20871], [-2.82550, 0.24390, -0.10252], [-4.33072, -0.22746, 1.28788], [-4.71466, -0.77956, 0.12414], [-0.05428, -1.50631, -1.59724], [-0.34363, -0.80852, 0.69344], [0.50834, -1.32584, -0.32635], [-2.59423, 0.92971, 1.85039], [-3.96411, -0.67389, -1.75607], [3.19867, 0.82765, 1.22728], [1.65444, 0.17064, 1.59618], [3.35382, -0.90657, 1.54573], [2.91582, -1.05409, -0.87524], [1.91756, 0.44557, -0.88787], [-5.02281, -0.47433, 2.08079]], "forces_ev_per_angstrom": [[-1.004, 0.124, 4.031], [-1.391, -1.288, -1.495], [-2.033, -1.799, -1.421], [0.852, 2.931, -2.241], [3.565, 1.522, -3.946], [-2.554, -1.382, 1.691], [-1.418, -0.221, 0.662], [0.811, -1.269, -1.094], [1.158, -1.219, 0.475], [-1.464, 3.164, 0.940], [-0.225, -0.097, 0.012], [0.843, 0.243, 0.450], [0.630, 0.876, -0.666], [1.352, -0.753, 1.240], [-1.083, 0.572, 0.832], [-0.449, -0.386, 0.444], [0.203, -2.165, 1.525], [2.207, 1.147, -1.439]], "nbo_charge": [0.180, 0.113, -0.646, -0.527, -0.509, -0.370, -0.254, -0.668, -0.672, 2.070, 0.209, 0.215, 0.279, 0.263, 0.263, 0.287, 0.319, 0.449]}